Computed, not measured: 6 unconnected molecules or ions with the total composition C5H20ClO5 at a distorted geometry, with the ωB97M-V functional and the def2-TZVPD basis.

* E: -28270.4300 eV
* LUMO energy: 0.12210 Eh
* net charge: -1
* HOMO energy: -5.8 eV
* HOMO-LUMO gap: 9.115 eV
* energy above the lowest of the compared OMol25 structures with the same formula, charge and spin: 0.668 eV

Each line ends with the natural charge from an NBO analysis.
Cartesian coordinates (Å):
Cl1 -0.4507 -0.5001 0.4458  -0.899
C1 1.7648 2.3160 -1.0890  -0.240
O1 0.8041 1.5643 -1.7919  -0.757
H1 2.6014 1.7389 -0.6827  0.159
H2 2.1106 3.0964 -1.7722  0.159
H3 1.3121 2.8523 -0.2390  0.148
H4 0.4387 0.9052 -1.1705  0.505
C2 1.6099 1.5113 2.8184  -0.250
O2 1.8503 0.4874 3.7790  -0.714
H5 2.3368 1.4651 2.0025  0.157
H6 0.6164 1.4193 2.3910  0.217
H7 1.6945 2.5057 3.2739  0.137
H8 2.6752 0.7176 4.2130  0.448
C3 2.0251 -3.7481 -0.9782  -0.237
O3 2.0466 -2.6099 -0.1674  -0.745
H9 1.8414 -3.5344 -2.0389  0.153
H10 2.9528 -4.3071 -0.8612  0.158
H11 1.2122 -4.4338 -0.6885  0.149
H12 1.1733 -2.1850 -0.1399  0.506
C4 -3.3096 -2.6692 -1.5732  -0.244
O4 -1.9586 -2.4442 -1.9218  -0.751
H13 -3.6829 -1.8808 -0.9108  0.172
H14 -3.9207 -2.5895 -2.4748  0.158
H15 -3.4494 -3.6391 -1.0891  0.147
H16 -1.5346 -2.0425 -1.1464  0.504
C5 -2.2382 2.9751 0.1631  -0.238
O5 -2.1930 1.9914 1.1565  -0.770
H17 -2.4516 2.5564 -0.8303  0.159
H18 -3.0405 3.6898 0.3508  0.155
H19 -1.2809 3.5041 0.0795  0.148
H20 -1.5556 1.2873 0.8921  0.506